1.
# C12H30ClCuN2O8

C12H30ClCuN2O8 as an isolated structure at a distorted geometry (ωB97M-V/def2-TZVPD, OMol25).

```
! wB97M-V def2-TZVPD RIJCOSX def2/J DEFGRID3
* xyz 0 1
Cu 0.89 -0.16 0.01
Cl 1.53 -2.22 1.89
O 1.47 -1.13 0.99
O -3.03 2.10 0.42
O -1.53 -2.29 -0.07
O 2.88 -2.71 2.07
O 1.18 0.97 1.72
O 0.71 -3.30 1.44
O 1.04 -1.83 3.22
O 2.58 1.15 -0.72
N 1.12 -0.95 -1.64
N -0.33 0.64 -0.67
C -2.84 1.29 -0.72
C -4.36 2.64 0.63
C 2.60 0.88 -2.20
C -0.07 1.55 1.59
C 1.49 0.43 3.02
C 3.83 1.69 -0.36
C -0.49 -2.80 -0.88
C -1.99 -2.98 1.02
C 1.25 0.16 -2.60
C -1.79 0.19 -0.54
C -0.06 -1.86 -2.03
C -0.05 1.82 0.11
H 0.12 -2.34 -2.98
H -0.95 -1.34 -2.40
H 2.42 -0.13 3.12
H 1.55 1.27 3.71
H 4.71 1.16 -0.72
H 1.34 -0.22 -3.61
H -0.09 0.79 -1.64
H -5.02 1.87 1.03
H 3.46 0.31 -2.54
H 0.93 2.18 -0.19
H -0.76 2.61 -0.15
H -3.01 -2.70 1.27
H 3.91 2.73 -0.69
H 2.58 1.86 -2.67
H -2.82 1.82 -1.67
H -1.35 -2.75 1.87
H -3.71 0.64 -0.81
H -0.97 -3.71 -1.23
H -0.88 0.88 1.88
H -1.86 -0.55 -1.34
H -1.95 -4.05 0.84
H -4.66 2.93 -0.37
H 0.66 -0.16 3.41
H -2.03 -0.25 0.42
H 3.98 1.68 0.72
H 1.93 -1.50 -1.91
H 0.28 -3.16 -0.19
H 0.50 0.89 -2.30
H 0.03 2.50 2.11
H -4.35 3.47 1.33
*
```

Output
Gap between HOMO and LUMO ... 6.11 eV

Population analysis type Mulliken, resulting atomic charges in e:
1. Cu 0.14
2. Cl 2.30
3. O -1.05
4. O -0.22
5. O -0.14
6. O -0.81
7. O -0.24
8. O -0.83
9. O -0.76
10. O 0.30
11. N 0.10
12. N -0.23
13. C -1.38
14. C -0.83
15. C -1.04
16. C -0.49
17. C -1.20
18. C -1.00
19. C -0.94
20. C -0.84
21. C -0.17
22. C -0.46
23. C -1.20
24. C -1.27
25. H 0.65
26. H 0.56
27. H 0.36
28. H 0.36
29. H 0.34
30. H 0.55
31. H 0.83
32. H 0.29
33. H 0.48
34. H 0.72
35. H 0.64
36. H 0.23
37. H 0.31
38. H 0.50
39. H 0.37
40. H 0.27
41. H 0.60
42. H 0.57
43. H 0.30
44. H 0.08
45. H 0.37
46. H 0.34
47. H 0.44
48. H 0.23
49. H 0.23
50. H 0.30
51. H 0.46
52. H 0.09
53. H 0.59
54. H 0.22

2.
# C12H30ClMgO6

C12H30ClMgO6 as an isolated structure at a distorted geometry (ωB97M-V/def2-TZVPD, OMol25).

```
! wB97M-V def2-TZVPD RIJCOSX def2/J DEFGRID3
* xyz 1 1
Cl -7.17 -4.65 11.70
Mg -9.43 -4.82 12.16
O -6.70 -6.57 7.84
O -9.81 -6.25 10.78
O -3.82 -6.04 6.86
O -9.70 -3.41 13.45
O -9.93 -3.62 10.52
O -11.35 -5.00 12.41
C -5.55 -6.03 8.52
C -10.37 -4.35 9.38
C -12.31 -6.06 12.29
C -10.08 -2.22 10.47
C -9.15 -7.52 10.81
C -6.40 -7.64 6.98
C -9.68 -5.72 9.45
C -4.61 -5.20 7.67
C -11.04 -3.07 13.81
C -8.76 -2.90 14.47
C -2.75 -5.37 6.25
C -11.98 -3.79 12.83
H -9.56 -1.78 9.61
H -9.97 -6.34 8.60
H -11.13 -1.93 10.37
H -9.72 -8.30 10.32
H -3.08 -4.90 5.32
H -12.24 -3.15 11.98
H -11.21 -2.00 13.84
H -8.84 -1.81 14.47
H -12.99 -3.89 13.25
H -9.04 -7.84 11.85
H -11.46 -4.43 9.54
H -11.78 -7.00 12.17
H -8.09 -7.43 10.55
H -10.15 -3.95 8.39
H -12.98 -5.94 11.43
H -4.04 -4.40 8.16
H -6.04 -5.38 9.24
H -13.00 -6.14 13.13
H -8.98 -3.32 15.44
H -5.28 -4.55 7.07
H -1.97 -6.09 6.00
H -11.27 -3.55 14.77
H -5.04 -6.84 9.04
H -7.31 -7.90 6.45
H -8.62 -5.48 9.35
H -6.12 -8.58 7.49
H -2.24 -4.62 6.88
H -9.65 -1.79 11.37
H -5.58 -7.49 6.28
H -7.80 -3.21 14.05
*
```

Output
Gap between HOMO and LUMO ... 8.89 eV

Population analysis type Mulliken, resulting atomic charges in e:
1. Cl -0.67
2. Mg 1.27
3. O -0.21
4. O -0.05
5. O -0.31
6. O 0.20
7. O -0.36
8. O 0.05
9. C 0.07
10. C -0.91
11. C -1.06
12. C -1.03
13. C -0.87
14. C -0.75
15. C -0.15
16. C -0.74
17. C -0.67
18. C -0.80
19. C -0.79
20. C -0.59
21. H 0.36
22. H 0.45
23. H 0.39
24. H 0.33
25. H 0.30
26. H 0.12
27. H 0.47
28. H 0.30
29. H 0.56
30. H 0.33
31. H 0.22
32. H 0.24
33. H 0.23
34. H 0.56
35. H 0.36
36. H 0.53
37. H -0.16
38. H 0.45
39. H 0.32
40. H 0.26
41. H 0.25
42. H 0.46
43. H 0.37
44. H 0.25
45. H 0.01
46. H 0.33
47. H 0.33
48. H 0.22
49. H 0.25
50. H 0.27

3.
# C12H30CuN4O5P2S2

C12H30CuN4O5P2S2 as an isolated structure at a distorted geometry (ωB97M-V/def2-TZVPD, OMol25).

```
! wB97M-V def2-TZVPD RIJCOSX def2/J DEFGRID3
* xyz 1 1
Cu 1.17 4.85 -0.46
S -0.65 -2.47 -1.92
S -3.59 0.00 -2.91
P 1.74 -1.20 0.18
P -2.07 1.20 -3.03
O 0.28 -3.70 -2.24
O -1.78 1.54 -4.75
O -0.83 -2.14 -0.27
O -2.08 -2.92 -2.44
O -2.37 2.77 -2.29
N -1.96 2.08 1.65
N -0.54 -0.73 1.64
N -0.61 4.02 1.07
N 0.44 2.28 2.46
C 4.18 0.10 -0.52
C 2.23 -3.03 0.37
C -0.14 -0.92 0.16
C -2.26 -0.92 3.49
C -0.65 0.46 -0.59
C -0.55 2.50 1.30
C -1.80 -1.48 1.99
C -0.45 0.47 -2.22
C 0.10 1.81 -0.02
C 2.69 -0.28 -1.17
C 1.30 -3.88 1.47
C -0.14 -0.97 -2.91
H -2.53 3.45 -3.03
H -0.76 -1.01 -3.93
H 0.45 3.11 3.09
H 2.93 -1.02 -2.06
H 0.22 -4.11 1.08
H -1.63 -2.65 2.16
H -0.84 1.28 -5.00
H 0.17 1.43 3.00
H 4.96 -0.78 -0.60
H -2.66 2.39 0.93
H 0.04 2.61 -0.90
H 1.31 -3.25 2.47
H 2.24 0.74 -1.52
H 0.37 4.36 1.22
H -1.65 0.09 3.68
H -1.81 -1.69 4.28
H 1.26 1.67 0.19
H 0.41 1.22 -2.59
H 1.82 -4.94 1.65
H 2.35 -3.63 -0.65
H 3.32 -3.04 0.85
H -1.83 0.48 -0.43
H 0.99 -1.14 -3.24
H -2.24 2.37 2.62
H -1.20 4.36 1.89
H 3.95 0.28 0.64
H 4.56 1.13 -0.93
H 0.27 -1.12 2.20
H -2.72 -1.25 1.29
H -3.41 -0.79 3.60
*
```

Output
Gap between HOMO and LUMO ... 3.95 eV

Population analysis type Mulliken, resulting atomic charges in e:
1. Cu 0.71
2. S 1.16
3. S -0.27
4. P -0.29
5. P 0.82
6. O -0.62
7. O -0.54
8. O -0.34
9. O -0.63
10. O -0.55
11. N -0.44
12. N -0.03
13. N -0.78
14. N -0.66
15. C -0.92
16. C -0.68
17. C -0.94
18. C -0.74
19. C 0.30
20. C 0.73
21. C -0.36
22. C -0.22
23. C -1.39
24. C 0.10
25. C -0.72
26. C -0.71
27. H 0.33
28. H 0.46
29. H 0.28
30. H 0.36
31. H 0.13
32. H 0.22
33. H 0.34
34. H 0.27
35. H 0.31
36. H 0.25
37. H 0.27
38. H 0.19
39. H -0.07
40. H 0.46
41. H 0.08
42. H 0.29
43. H 0.21
44. H 0.33
45. H 0.39
46. H 0.38
47. H 0.40
48. H 0.55
49. H 0.20
50. H 0.31
51. H 0.33
52. H 0.31
53. H 0.29
54. H 0.55
55. H 0.28
56. H 0.28